Entry 1:
Computed, not measured: C12H30ClI2N3P3Y as an isolated structure, with ωB97M-V/def2-TZVPD.

Output
Energy relative to the best compared isomer or geometry (same formula, charge and spin) (kJ/mol): 354.9
HOMO level (eV): -11.6
Total charge: +2

```
52
Properties=species:S:1:pos:R:3:forces:R:3:lowdin_charge:R:1
I -0.1093 1.7436 2.0698 -0.03 3.95 -0.60 -0.09
I -0.0288 -1.1729 2.0233 0.18 -4.35 0.90 0.38
Y 0.0457 0.6456 -2.8082 -0.06 -0.51 -0.38 1.13
P -2.1461 0.2263 -1.2162 -1.76 -0.30 0.01 0.67
C -3.1096 0.0486 0.3175 0.04 0.10 0.84 -0.30
C -3.1743 1.5397 -2.0073 0.38 0.24 0.13 -0.27
H -4.2195 1.1956 -2.0652 0.43 0.12 -0.17 0.07
H -3.8262 -1.1633 -2.2615 0.19 -0.09 -0.11 0.07
H -2.8022 1.8010 -3.0102 -0.34 0.05 0.00 0.03
H -2.2401 -1.3478 -3.1191 -0.41 -0.09 0.27 -0.01
H -3.0154 0.9543 0.9319 0.12 -0.23 -0.18 0.02
H -3.1289 2.4366 -1.3748 0.00 -0.14 -0.22 0.06
C -2.7417 -1.2462 -2.1406 0.38 -0.12 -0.12 -0.27
H -4.1791 -0.1002 0.0768 0.55 0.04 -0.24 0.08
H -2.5132 -2.1390 -1.5460 -0.01 0.10 -0.18 0.06
H -2.7680 -0.8026 0.9172 -0.02 0.21 -0.21 -0.01
P 2.1231 0.1831 -1.1450 1.50 -0.27 0.01 0.66
C 3.0973 0.0586 0.3789 0.01 0.12 0.77 -0.29
C 2.7497 -1.2609 -2.0872 -0.28 -0.14 -0.08 -0.27
H 2.6329 1.7983 -2.9700 0.38 0.07 -0.01 0.03
H 4.1152 1.2127 -2.1086 -0.46 0.14 -0.24 0.08
H 3.0449 2.4192 -1.3386 -0.07 -0.14 -0.31 0.07
C 3.0667 1.5319 -1.9888 -0.29 0.19 0.33 -0.27
H 2.2599 -1.3597 -3.0739 0.42 -0.07 0.34 -0.01
H 3.8350 -1.1556 -2.1941 -0.21 -0.12 -0.13 0.07
H 4.1634 -0.0694 0.1179 -0.49 0.04 -0.13 0.08
H 2.7772 -0.7945 0.9898 0.04 0.23 -0.23 0.00
H 2.5296 -2.1626 -1.5042 0.01 0.07 -0.19 0.07
H 2.9833 0.9742 0.9773 -0.09 -0.27 -0.18 0.03
Cl 0.0694 -1.0014 -4.6711 -0.04 0.95 0.99 -0.02
C 1.2850 -0.2355 7.1951 -0.44 -0.06 -0.48 -0.15
N 1.2580 0.8259 6.1608 0.11 0.07 0.85 -0.16
C -0.0052 1.6127 6.2361 0.01 -0.74 0.30 -0.12
N -1.2170 0.7445 6.2017 -0.04 0.18 1.10 -0.16
C -1.1456 -0.3105 7.2408 0.67 -0.27 -0.85 -0.13
N 0.1031 -1.1263 7.0744 -0.33 0.38 0.03 -0.12
C 0.1003 -1.8749 5.8050 -0.07 -0.58 -0.05 -0.27
P 0.0395 -0.6598 4.4266 -0.11 0.17 -1.21 0.63
C 1.5689 0.2850 4.8540 -0.23 0.29 -0.18 -0.33
C -1.5335 0.1891 4.9093 0.19 0.16 -0.21 -0.33
H 1.2883 0.2353 8.1890 -0.10 -0.23 -0.32 0.14
H 2.1959 -0.8488 7.0771 -0.34 0.37 0.08 0.14
H -0.0425 2.3066 5.3882 0.01 -0.02 0.29 0.11
H -0.0036 2.1458 7.2091 -0.02 -0.20 -0.70 0.15
H -2.0152 -0.9865 7.1428 0.37 0.41 0.12 0.14
H -1.1433 0.1529 8.2304 0.10 -0.12 -0.15 0.14
H 0.9972 -2.4888 5.6847 0.00 0.08 0.25 0.11
H -0.7639 -2.5468 5.7079 0.14 0.20 0.31 0.11
H 1.8187 1.0542 4.1172 -0.26 -0.08 0.17 0.03
H 2.4220 -0.4154 4.9246 -0.47 0.13 -0.06 0.11
H -2.3314 -0.5714 5.0080 0.46 0.18 -0.10 0.11
H -1.8640 0.9393 4.1850 0.28 -0.09 0.15 0.03
```
Positions in Å, forces in eV/Å.

***

Entry 2:
Computed, not measured: C12H30CrFN3O7P as an isolated structure, with ωB97M-V/def2-TZVPD.

Output
Multiplicity: 6
HOMO level (alpha / beta) (eV): -14.7 / -14.7
Total charge: +2

```
55
Properties=species:S:1:pos:R:3:forces:R:3:lowdin_spin:R:1
Cr -0.8530 -1.2254 -2.2970 -1.34 2.49 2.25 3.90
F -0.2752 0.1178 -0.8559 -0.33 -1.71 -1.56 0.01
C -3.1430 0.3572 -5.7635 1.05 0.61 0.68 0.00
C -2.3689 0.7151 -4.4212 -3.48 3.56 -2.95 0.01
O -2.2204 -0.1298 -3.5685 2.36 -2.12 1.95 0.03
N -2.2508 2.0767 -4.2325 -0.05 -3.08 -1.35 0.00
C -1.7485 2.7295 -3.0910 -0.34 0.99 1.98 0.00
H -2.7878 -0.5975 -6.1515 -0.09 0.12 0.03 0.00
H -3.0247 1.1432 -6.5093 0.51 -0.12 -0.05 0.00
H -4.2268 0.3350 -5.6497 0.04 -0.35 0.69 0.00
H -2.8786 2.5949 -4.8304 0.48 0.18 -0.23 0.00
H -1.2580 3.6686 -3.3470 0.18 -0.23 -0.07 0.00
H -1.1413 2.1367 -2.4069 0.38 -0.36 -0.68 0.00
H -2.5887 2.9797 -2.4433 -0.22 0.35 0.09 0.00
C -5.1477 -1.5556 -1.3898 1.86 0.04 1.03 0.00
C -3.7906 -1.4942 -0.6105 -1.01 0.20 0.16 0.01
O -2.6864 -1.5727 -1.1712 0.68 -0.29 -0.25 0.03
N -3.8996 -1.2508 0.7121 0.43 0.47 0.46 0.01
C -2.7865 -0.9710 1.6575 -0.08 -0.84 -0.55 0.00
H -5.9369 -1.6446 -0.6433 -0.23 0.02 -0.50 0.00
H -5.1410 -2.3637 -2.1213 -0.05 0.01 0.22 0.00
H -5.1652 -0.6027 -1.9188 -0.38 0.00 -0.01 0.00
H -4.8236 -1.2120 1.1180 0.05 -0.01 -0.26 0.00
H -3.1091 -0.9950 2.6984 -0.53 -0.11 -0.25 0.00
H -2.2913 -0.0101 1.5179 -0.32 0.01 -0.52 0.00
H -2.0596 -1.7763 1.5517 0.18 0.12 -0.06 0.00
C -0.1749 3.0446 1.6592 -0.70 -0.56 -1.25 0.02
C -0.2903 1.9442 2.6910 0.61 1.10 -1.72 0.02
O -0.6065 2.2347 3.8336 -0.15 -0.49 1.13 0.52
N -0.0304 0.6526 2.3715 0.23 -0.59 1.69 0.35
C 0.0679 -0.4316 3.3633 0.11 -0.30 -0.07 0.04
H -1.1489 3.3151 1.2513 -0.54 0.25 0.83 0.00
H 0.2074 2.6671 0.7108 0.96 -0.20 0.29 0.01
H 0.3227 3.9516 2.0024 0.06 -0.35 0.18 0.00
H -0.0853 0.3310 1.4157 0.02 0.35 -0.84 0.01
H 0.5599 -1.2830 2.8930 -0.10 0.11 -0.21 0.00
H -0.9178 -0.7329 3.7179 -0.09 0.03 -0.06 0.02
H 0.6720 -0.1948 4.2391 -0.03 0.64 -0.12 0.01
C 2.7441 0.5347 0.5576 -0.74 -0.35 0.10 0.00
O 3.9804 0.3809 1.2600 0.51 -1.26 0.77 0.00
P 4.3296 -1.0278 2.0833 2.26 -1.07 -0.95 0.00
O 3.4164 -1.4063 3.1869 0.51 0.59 -1.23 0.00
O 4.3217 -2.1655 0.8535 -0.52 1.49 1.62 0.00
C 4.9290 -1.9012 -0.3951 1.07 0.86 -1.12 0.00
O 5.9686 -0.9204 2.4841 -3.30 0.33 -1.05 0.00
C 6.5696 -1.6084 3.6293 0.29 0.59 -0.18 0.00
H 2.0588 -0.3065 0.6612 0.17 -0.37 0.36 0.00
H 2.7933 0.6572 -0.5244 0.99 0.00 -0.03 0.00
H 2.1932 1.4124 0.8957 0.41 0.17 0.40 0.00
H 4.9917 -0.8489 -0.6724 -0.45 0.36 0.43 0.00
H 4.4204 -2.3618 -1.2421 -0.33 -0.47 0.49 0.00
H 5.9828 -2.1728 -0.4565 -0.05 -0.60 0.48 0.00
H 7.2769 -2.3542 3.2665 -0.62 -0.40 -0.21 0.00
H 5.8163 -1.9759 4.3261 0.15 -0.09 -0.19 0.00
H 7.2345 -0.8870 4.1044 -0.45 0.27 0.17 0.00
```
Positions in Å, forces in eV/Å.

***

Entry 3:
Computed, not measured: C12H30FN4O7PTa as an isolated structure, with ωB97M-V/def2-TZVPD.

Output
HOMO level (eV): -4.9
Total charge: -1

```
56
Properties=species:S:1:pos:R:3:forces:R:3:lowdin_charge:R:1
C 0.2318 -4.0967 4.1762 0.00 -0.21 -0.15 -0.14
O 0.4893 -2.8792 3.5196 -0.04 0.32 -0.02 -0.33
C 1.5849 -2.9551 2.6062 0.43 -0.25 -0.63 -0.39
Ta 0.9926 -1.5333 0.9579 -0.51 0.29 1.14 1.61
F 1.7292 0.0193 1.6878 0.48 0.73 0.34 -0.44
C 2.9924 -2.0259 -0.0737 -0.03 -0.19 -0.17 -0.31
O 3.8373 -2.9078 0.7306 0.08 -0.36 -0.15 -0.12
C 4.9494 -3.4261 0.1711 -0.26 0.33 0.08 -0.55
C 5.6987 -2.5295 -0.7978 -0.02 -0.21 0.00 0.00
O 5.3249 -4.5287 0.4831 0.11 0.15 -0.01 0.08
C 0.4086 -0.6836 -1.0872 0.26 -0.64 -0.30 -0.30
C 1.4973 -0.4282 -2.0599 -0.06 0.36 0.06 -0.57
C 2.2764 0.8464 -1.8517 0.03 -0.02 -0.03 -0.07
N 1.8283 -1.1831 -3.0385 -0.09 -0.09 -0.04 0.09
P 0.0948 -3.7960 0.0261 -0.09 0.08 0.07 0.35
N -1.3302 -4.0726 0.5990 -0.06 -0.34 -0.06 -0.23
O 0.0520 -3.9433 -1.6221 -0.11 -0.06 -0.18 -0.27
O 1.0345 -5.1045 0.3591 -0.10 -0.26 0.05 -0.26
H -0.6874 -3.9807 4.7530 0.04 0.03 -0.02 0.08
H 1.0549 -4.3725 4.8533 -0.03 0.08 -0.05 0.08
H 0.0979 -4.9047 3.4455 -0.05 0.05 0.08 0.08
H 1.7461 -3.9834 2.2757 0.11 0.10 0.13 0.03
H 2.5134 -2.5993 3.0831 -0.08 -0.03 0.00 0.06
H -0.7009 -1.0912 1.5722 -0.28 -0.08 -0.45 -0.11
H 3.5178 -1.0754 -0.2381 0.02 -0.06 -0.03 0.04
H 2.8648 -2.4871 -1.0586 0.06 0.08 0.03 0.04
H 5.7315 -1.5037 -0.4286 0.03 -0.07 -0.01 0.08
H 6.7025 -2.9338 -0.9216 -0.08 0.06 0.00 0.08
H 5.1966 -2.5076 -1.7674 0.00 0.00 0.06 0.09
H -0.0906 0.2511 -0.8004 0.09 -0.05 0.13 0.04
H -0.3219 -1.3692 -1.5275 -0.06 0.13 0.12 0.04
H 1.6202 1.7047 -2.0237 0.04 -0.05 0.01 0.06
H 3.1236 0.8823 -2.5372 -0.03 0.01 0.06 0.07
H 2.6256 0.9217 -0.8176 0.00 0.02 -0.05 0.06
H 1.1656 -1.9608 -3.0866 0.04 0.02 -0.03 0.02
H -1.6690 -3.3150 1.1787 0.06 0.04 -0.07 -0.08
H 0.9198 -3.8291 -2.0250 0.05 0.05 0.06 0.02
H 1.7962 -5.2213 -0.2172 0.03 0.12 0.03 0.05
O -0.1880 3.2718 -1.3730 -0.04 0.13 -0.09 0.03
C -0.8868 3.5984 -0.4327 0.01 -0.23 0.09 -0.59
N -0.4307 3.5225 0.8477 0.05 0.13 -0.03 0.16
C -2.3086 4.0756 -0.6036 0.05 0.03 0.04 -0.02
H -1.0121 3.7390 1.6345 -0.01 -0.07 -0.01 0.09
H 0.4858 3.1358 1.0017 -0.03 -0.06 0.02 0.11
H -2.8680 3.2954 -1.1177 0.00 0.01 -0.01 0.09
H -2.3278 4.9652 -1.2291 0.00 -0.01 -0.01 0.08
H -2.8004 4.3054 0.3403 -0.01 0.00 -0.01 0.06
O -4.7229 6.1614 -1.0706 -0.03 0.07 0.03 0.04
C -5.9039 6.1482 -0.7906 -0.02 -0.06 -0.04 -0.59
N -6.3575 6.4875 0.4479 0.02 0.04 0.00 0.15
C -6.9606 5.7471 -1.7951 -0.01 0.01 0.02 -0.01
H -7.3307 6.4671 0.6863 0.02 -0.01 0.00 0.09
H -5.6825 6.7532 1.1443 -0.01 -0.01 0.00 0.11
H -6.7426 4.7364 -2.1365 0.01 0.00 0.00 0.09
H -6.8880 6.4113 -2.6548 0.01 -0.01 0.00 0.08
H -7.9736 5.7818 -1.3968 0.00 0.00 0.00 0.07
```
Positions in Å, forces in eV/Å.

***

no.,molecular weight (u)
1,687.48
2,430.35
3,573.31